Entry 1:
Molecular formula: C46H121N7O14
Method: DFT, ωB97M-V/def2-TZVPD

The SMILES is COC[C@H](C)N.COC[C@H](C)N.COC[C@H](C)N.COC[C@H](C)N.COCCNCCOC.COCCNCCOC.COCCNCCOC.CC(C)O.CC(C)O.CC(C)O.CC(C)O.

```
188
Properties=species:S:1:pos:R:3:lowdin_charge:R:1
C 16.773 -12.799 -9.004 -0.044
C 18.001 -12.295 -8.297 -0.506
C 17.890 -12.172 -6.785 -0.058
O 19.121 -13.136 -8.587 -0.053
H 16.581 -13.841 -8.734 0.086
H 16.951 -12.838 -10.080 0.073
H 15.924 -12.177 -8.727 0.081
H 18.236 -11.303 -8.697 0.095
H 18.000 -13.085 -6.198 0.089
H 17.007 -11.664 -6.390 0.072
H 18.758 -11.556 -6.509 0.075
H 19.851 -12.677 -8.144 0.060
C 23.880 -10.386 -8.991 -0.046
C 23.331 -11.532 -8.131 -0.507
C 23.314 -11.107 -6.668 -0.053
O 22.060 -11.956 -8.539 -0.047
H 24.946 -10.234 -8.822 0.079
H 23.354 -9.475 -8.697 0.074
H 23.749 -10.630 -10.048 0.075
H 24.024 -12.384 -8.187 0.133
H 23.272 -11.995 -6.028 0.080
H 22.448 -10.464 -6.502 0.069
H 24.245 -10.636 -6.356 0.079
H 21.967 -12.124 -9.479 0.088
C 25.683 -6.318 -5.428 -0.071
C 24.812 -5.129 -5.090 -0.468
C 23.464 -5.272 -5.784 -0.079
O 24.587 -5.196 -3.668 -0.050
H 25.365 -7.307 -5.110 0.079
H 26.741 -6.122 -5.216 0.081
H 25.807 -6.383 -6.524 0.080
H 25.355 -4.280 -5.517 0.138
H 23.629 -5.627 -6.808 0.061
H 22.877 -4.353 -5.809 0.075
H 22.832 -6.091 -5.438 0.061
H 24.361 -4.304 -3.376 0.087
C 16.306 0.096 -9.974 -0.060
C 17.769 0.430 -9.799 -0.492
C 17.997 1.456 -8.701 -0.058
O 18.470 -0.767 -9.451 -0.060
H 15.691 0.875 -10.424 0.085
H 15.915 -0.128 -8.975 0.065
H 16.080 -0.838 -10.496 0.068
H 18.253 0.898 -10.668 0.133
H 17.400 2.342 -8.936 0.083
H 19.019 1.843 -8.758 0.078
H 17.826 1.078 -7.694 0.077
H 18.239 -1.453 -10.084 0.076
C 21.202 -8.395 -3.466 -0.055
C 21.805 -8.702 -2.090 -0.436
C 20.832 -8.654 -0.937 -0.218
O 20.457 -7.324 -0.704 -0.185
C 19.585 -7.150 0.371 -0.118
N 22.667 -9.873 -2.051 0.046
H 20.460 -7.593 -3.464 0.066
H 20.753 -9.291 -3.910 0.069
H 22.020 -8.076 -4.116 0.062
H 22.462 -7.834 -1.921 0.139
H 21.221 -9.149 -0.041 0.130
H 19.932 -9.220 -1.246 0.130
H 19.081 -8.080 0.660 0.090
H 18.815 -6.402 0.167 0.075
H 20.082 -6.811 1.291 0.089
H 22.196 -10.752 -1.907 0.070
H 23.296 -9.870 -2.838 0.065
C 14.876 -2.728 -8.557 -0.054
C 13.650 -2.883 -7.674 -0.429
C 12.909 -1.612 -7.354 -0.233
O 13.781 -0.728 -6.714 -0.203
C 13.256 0.584 -6.604 -0.100
N 12.765 -3.860 -8.320 0.056
H 15.267 -3.735 -8.705 0.066
H 15.589 -2.077 -8.053 0.066
H 14.643 -2.302 -9.533 0.080
H 13.930 -3.278 -6.680 0.138
H 12.004 -1.774 -6.753 0.130
H 12.579 -1.164 -8.307 0.131
H 14.005 1.181 -6.097 0.078
H 12.329 0.517 -6.004 0.090
H 12.921 1.023 -7.553 0.088
H 12.008 -4.128 -7.700 0.080
H 13.257 -4.701 -8.594 0.012
C 23.852 -3.716 -8.785 -0.084
C 24.004 -4.345 -10.166 -0.403
C 22.873 -3.828 -11.049 -0.220
O 23.215 -4.037 -12.401 -0.180
C 22.172 -3.803 -13.295 -0.128
N 25.321 -3.859 -10.633 0.028
H 22.884 -3.908 -8.320 0.064
H 24.113 -2.656 -8.748 0.085
H 24.578 -4.140 -8.085 0.059
H 24.073 -5.430 -10.117 0.141
H 22.639 -2.784 -10.805 0.131
H 21.994 -4.443 -10.792 0.124
H 21.927 -4.732 -13.838 0.086
H 22.427 -3.138 -14.125 0.084
H 21.203 -3.559 -12.851 0.083
H 25.369 -2.851 -10.720 0.069
H 25.504 -4.229 -11.562 0.065
C 19.987 -10.168 -11.066 -0.045
C 18.935 -10.392 -12.171 -0.439
C 18.904 -9.251 -13.162 -0.221
O 18.500 -8.018 -12.621 -0.189
C 17.154 -7.670 -12.802 -0.118
N 19.221 -11.649 -12.896 0.041
H 19.792 -10.904 -10.293 0.056
H 19.793 -9.132 -10.782 0.071
H 20.994 -10.202 -11.488 0.084
H 17.983 -10.443 -11.613 0.132
H 18.276 -9.453 -14.041 0.120
H 19.928 -9.173 -13.549 0.131
H 17.090 -6.589 -12.673 0.084
H 16.471 -8.185 -12.119 0.083
H 16.831 -7.850 -13.839 0.087
H 18.364 -12.134 -13.156 0.069
H 19.633 -12.303 -12.233 0.063
C 17.187 -4.396 -6.088 -0.081
O 17.143 -5.158 -7.288 -0.243
C 17.945 -4.683 -8.359 -0.206
C 19.441 -4.677 -8.150 -0.208
N 20.079 -5.979 -8.231 -0.023
C 19.823 -6.742 -6.991 -0.211
C 20.095 -8.211 -7.220 -0.197
O 19.239 -8.718 -8.232 -0.201
C 17.904 -8.833 -7.794 -0.095
H 18.177 -4.238 -5.660 0.066
H 16.543 -4.995 -5.444 0.083
H 16.745 -3.407 -6.260 0.091
H 17.625 -3.637 -8.496 0.102
H 17.622 -5.271 -9.218 0.130
H 19.702 -4.250 -7.175 0.107
H 19.898 -3.939 -8.821 0.112
H 19.705 -6.567 -8.977 0.104
H 18.875 -6.560 -6.483 0.099
H 20.607 -6.376 -6.318 0.097
H 19.918 -8.780 -6.295 0.110
H 21.140 -8.325 -7.509 0.119
H 17.358 -9.244 -8.644 0.095
H 17.425 -7.886 -7.523 0.069
H 17.856 -9.548 -6.969 0.062
C 13.173 -6.834 -9.296 -0.163
O 13.037 -6.961 -7.925 -0.187
C 14.237 -7.480 -7.344 -0.206
C 14.055 -7.441 -5.836 -0.196
N 15.284 -7.918 -5.209 -0.062
C 15.211 -7.995 -3.756 -0.202
C 16.591 -8.016 -3.110 -0.203
O 16.968 -9.309 -2.667 -0.186
C 17.156 -10.225 -3.697 -0.141
H 13.441 -7.781 -9.786 0.092
H 13.893 -6.082 -9.638 0.080
H 12.210 -6.570 -9.735 0.098
H 15.139 -6.934 -7.642 0.111
H 14.299 -8.540 -7.626 0.129
H 13.203 -8.047 -5.540 0.127
H 13.921 -6.392 -5.530 0.121
H 16.063 -7.322 -5.473 0.080
H 14.689 -8.922 -3.512 0.122
H 14.678 -7.143 -3.301 0.115
H 16.620 -7.434 -2.192 0.113
H 17.353 -7.653 -3.815 0.114
H 16.226 -10.699 -4.032 0.087
H 17.754 -11.064 -3.324 0.091
H 17.739 -9.854 -4.549 0.070
C 16.702 0.792 -3.934 -0.108
O 16.877 -0.231 -2.990 -0.191
C 15.681 -0.903 -2.705 -0.252
C 15.902 -2.221 -2.025 -0.211
N 16.890 -2.994 -2.777 -0.053
C 17.343 -4.195 -2.057 -0.190
C 18.567 -4.744 -2.737 -0.209
O 19.466 -3.663 -3.023 -0.187
C 20.631 -4.078 -3.685 -0.119
H 16.456 0.320 -4.897 0.085
H 17.614 1.374 -4.014 0.088
H 15.872 1.460 -3.664 0.088
H 15.141 -1.047 -3.655 0.119
H 15.032 -0.224 -2.133 0.126
H 14.926 -2.715 -2.009 0.122
H 16.239 -2.060 -0.983 0.121
H 17.664 -2.350 -2.919 0.099
H 16.528 -4.921 -2.086 0.110
H 17.563 -3.839 -1.037 0.119
H 18.323 -5.171 -3.717 0.092
H 19.070 -5.498 -2.120 0.107
H 21.211 -4.773 -3.058 0.093
H 21.341 -3.240 -3.675 0.090
H 20.550 -4.410 -4.724 0.063
```

Entry 2:
Molecular formula: C6H11NO
Method: DFT, ωB97M-V/def2-TZVPD

The SMILES is C=CCCNC(C)=O.

```
19
Properties=species:S:1:pos:R:3:lowdin_charge:R:1
O 1.278 -2.962 0.079 0.053
C 0.973 -1.942 -0.500 -0.518
N 0.417 -0.886 0.336 0.009
C -0.573 0.044 0.019 -0.339
C -0.457 1.324 0.766 -0.228
C -1.513 2.430 0.454 -0.166
C -1.419 3.630 1.095 -0.020
C 1.220 -1.700 -1.924 -0.047
H 0.304 -1.281 1.336 0.176
H -1.677 -0.291 0.232 0.141
H -0.599 0.190 -1.171 0.160
H 0.519 1.813 0.289 0.150
H -0.271 1.165 1.849 0.119
H -2.156 2.372 -0.405 0.083
H -2.009 4.461 0.612 0.065
H -0.843 3.840 1.969 0.043
H 1.981 -2.445 -2.542 0.142
H 0.377 -1.846 -2.664 0.097
H 1.848 -0.799 -1.946 0.081
```

ΔE to the lowest compared entry with this formula, charge and spin, record by record: 75.4 61.4 kcal/mol
HOMO-LUMO gap, record by record: 0.3367 0.3741 Ha
Highest occupied orbital energy, record by record: -8.792 -9.297 eV